1.
51
Properties=species:S:1:pos:R:3:lowdin_charge:R:1 method="wB97M-V/def2-TZVPD" homo_energy_ev=-2.877 de_lowest_ev=0.947 charge=-1 gap_ev=3.8
C -4.75743 -2.02955 1.39614 -0.09
C -3.57588 -0.96246 1.59041 -0.77
C -3.96705 -0.03747 2.76576 -0.13
C -2.19371 -1.70632 1.62789 -0.15
C -1.01198 -1.10493 2.07428 -0.61
I -0.82479 0.71215 3.12946 0.96
C 0.24219 -1.67388 1.78736 -0.22
C 0.37376 -2.89768 1.13443 -0.11
C -0.80583 -3.54540 0.76836 -0.10
C -2.03582 -2.97167 1.04090 -0.04
O -3.80785 -0.29821 0.51579 -0.22
S -0.77726 0.41986 -1.08849 1.12
C -1.92685 1.83867 -1.26935 -0.78
F -2.36271 2.27898 -0.06854 0.08
F -1.22375 2.85933 -1.86966 0.05
F -3.00639 1.59128 -2.04114 0.10
H -4.78002 -2.72434 2.23541 0.05
H -5.70362 -1.45532 1.32808 0.07
H -4.59587 -2.55726 0.44988 0.05
H -3.89128 -0.47670 3.75507 0.06
H -3.37793 0.87968 2.71645 -0.04
H -4.99356 0.26356 2.54215 0.07
H 1.13339 -1.13053 2.09218 0.05
H 1.34564 -3.36949 0.99183 0.09
H -0.74415 -4.50720 0.26185 0.09
H -2.93318 -3.52789 0.75585 0.10
C 1.63906 5.32118 -2.52816 -0.07
C 1.96899 4.57012 -1.25600 -0.18
O 1.82332 3.16002 -1.64681 -0.02
C 1.26185 2.33079 -0.75971 -0.50
C 0.78628 1.04106 -1.49744 -0.49
C 1.79650 -0.05708 -1.19551 -0.22
C 2.48003 -0.02105 0.02526 -0.02
C 3.57639 -0.82926 0.26030 0.03
C 3.79208 -1.89034 -0.64201 -0.16
N 4.58792 -2.97641 -0.15191 -0.32
O 4.75495 -4.01846 -0.82023 0.05
O 5.09490 -2.82728 0.98879 0.03
C 3.01265 -2.05923 -1.81019 0.01
C 2.01291 -1.14382 -2.06742 -0.01
O 1.12297 2.57849 0.42154 0.08
H 1.96373 6.36926 -2.52741 0.08
H 2.06845 4.81783 -3.39919 0.08
H 0.55328 5.28747 -2.64766 0.08
H 2.99397 4.71492 -0.87104 0.13
H 1.23594 4.77076 -0.46588 0.12
H 0.73408 1.26364 -2.59279 0.13
H 2.14863 0.64128 0.82102 0.11
H 4.20348 -0.73412 1.14613 0.13
H 3.20992 -2.92879 -2.44908 0.12
H 1.37961 -1.24827 -2.95693 0.13

2.
74
Properties=species:S:1:pos:R:3:mulliken_spin:R:1 method="wB97M-V/def2-TZVPD" multiplicity=2 homo_energy_ev="-10.164 / -10.180" de_lowest_ev=1.566 charge=+1 gap_ev="5.8 / 6.0"
V 0.04620 -0.00510 -0.39330 1.13
C -0.97520 3.39650 1.30350 0.00
C 0.49480 2.96490 1.26250 0.02
C 0.96520 2.43060 2.59050 -0.01
C 1.67820 3.26660 3.43060 0.00
C 2.14600 2.81600 4.65290 0.00
C 1.90290 1.51100 5.03110 0.00
C 1.16760 0.64090 4.23650 0.00
C 1.00310 -0.76720 4.74480 0.00
C -0.03500 -0.85860 5.86910 0.00
C 0.67640 1.11100 2.99830 0.00
N -0.00010 0.29060 2.11350 0.00
C -0.85580 -0.60230 2.45620 0.00
C -1.32020 -1.54990 1.50780 0.02
C -2.18580 -2.62360 1.68430 0.00
C -2.28100 -3.27010 0.44610 0.00
C -1.47500 -2.56920 -0.42940 0.01
N -0.88050 -1.52780 0.19510 -0.07
H -1.27350 3.81910 0.34330 0.00
H -1.12150 4.15510 2.07100 0.00
H -1.63010 2.55550 1.53380 0.00
H 1.10110 3.83680 1.00400 0.00
H 0.64820 2.20000 0.47940 0.00
H 1.88090 4.28150 3.12100 0.00
H 2.71280 3.47190 5.29470 0.00
H 2.29910 1.14720 5.96730 0.00
H 1.96410 -1.09090 5.15250 0.00
H 0.74640 -1.45700 3.93630 0.00
H 0.25200 -0.22020 6.70070 0.00
H -0.09700 -1.88100 6.23190 0.00
H -1.02610 -0.55020 5.54050 0.00
H -1.27580 -0.65950 3.46080 0.00
H -2.67010 -2.90180 2.60040 0.00
H -2.86790 -4.13790 0.22110 0.00
H -1.28640 -2.77910 -1.46870 0.00
O -1.17590 1.02290 -0.99310 0.00
N -1.96560 1.52740 -1.89240 0.00
C -1.56170 2.60360 -2.60160 0.00
C -2.37060 3.13730 -3.57510 0.00
C -3.61650 2.56930 -3.83090 0.00
C -3.98460 1.43260 -3.11530 0.00
C -3.14190 0.91970 -2.16030 0.00
H -0.57440 2.98150 -2.36810 0.00
H -2.02320 3.98730 -4.13890 0.00
H -4.27150 2.98400 -4.57910 0.00
H -4.91700 0.92820 -3.31110 0.00
H -3.35100 0.02380 -1.58910 0.00
S 4.18840 -0.15510 1.18600 -0.02
C 2.79430 -0.23510 0.48970 0.00
N 1.71670 -0.30120 -0.01780 0.00
C 3.77990 2.25000 -4.36340 0.00
C 2.48850 2.39920 -4.84130 0.00
C 1.47820 1.57590 -4.37770 -0.01
C 1.73510 0.58640 -3.42920 0.01
C 3.04270 0.44050 -2.96790 -0.01
C 4.05450 1.26500 -3.42840 0.00
Si 0.32550 -0.55030 -2.82960 -0.08
C 0.39900 -2.33720 -3.44640 0.00
C -0.38870 -2.71200 -4.53350 0.00
C -0.37810 -4.01270 -5.00110 0.00
C 0.42640 -4.96050 -4.39080 0.00
C 1.22770 -4.59780 -3.32010 0.00
C 1.21110 -3.29710 -2.84830 0.00
H 4.56970 2.88960 -4.72850 0.00
H 2.26680 3.15280 -5.58180 0.00
H 0.47760 1.68400 -4.77710 0.00
H 3.27510 -0.34090 -2.25480 0.00
H 5.06120 1.13370 -3.06180 0.00
H -0.86110 -0.04130 -3.63210 0.00
H -1.01720 -1.97750 -5.01760 0.00
H -0.99970 -4.28550 -5.83980 0.00
H 0.42510 -5.97910 -4.74880 0.00
H 1.86350 -5.33250 -2.85050 0.00
H 1.82250 -3.01570 -1.99970 0.00

3.
18
Properties=species:S:1:pos:R:3:lowdin_charge:R:1 method="wB97M-V/def2-TZVPD" homo_energy_ev=-9.597 smiles="CC[C@@H](C)NC=O" de_lowest_ev=0.471 charge=0 gap_ev=10.6
C 0.82281 -0.08768 1.92111 -0.11
C 0.31844 -0.96709 0.78230 -0.23
C 0.15540 -0.22144 -0.55127 -0.39
C -0.18858 -1.19534 -1.68173 -0.06
N -0.82854 0.86321 -0.46722 0.05
C -0.66503 2.20242 -0.42133 -0.37
O -1.65584 2.91078 -0.34719 -0.01
H 1.80872 0.33589 1.69192 0.08
H 0.13574 0.74348 2.11056 0.07
H 0.92101 -0.66529 2.84574 0.07
H 1.01554 -1.80238 0.62735 0.11
H -0.64773 -1.41829 1.04692 0.12
H 1.12100 0.25246 -0.78901 0.14
H 0.56973 -1.98324 -1.76839 0.08
H -1.14958 -1.68477 -1.48490 0.08
H -0.24841 -0.67857 -2.64339 0.08
H -1.84874 0.79889 -0.41576 0.16
H 0.36405 2.59696 -0.45573 0.14

4.
22
Properties=species:S:1:pos:R:3:lowdin_charge:R:1 method="wB97M-V/def2-TZVPD" homo_energy_ev="-7.417 / -7.410" de_lowest_ev=6.842 charge=0 gap_ev="7.5 / 7.7"
C -0.06127 -3.28752 -1.08655 -0.08
C 0.24863 -2.71878 0.10255 -0.09
C -0.69642 -2.50996 -2.07075 -0.06
C 0.12298 -1.37937 0.35517 -0.04
C -0.94205 -1.18169 -1.80312 -0.02
C -0.55566 2.28088 1.36091 -0.20
C -0.39751 0.87586 -0.46456 -0.18
C -0.37581 -0.61630 -0.64239 -0.20
N -1.75387 2.01724 0.86108 -0.03
N -1.76113 1.31264 -0.16522 0.03
N 0.42633 1.65309 0.62599 -0.04
N 1.97409 2.74341 1.78216 0.03
N 1.69747 1.90263 0.81015 -0.03
H -0.06395 -4.30510 -1.12601 0.08
H 0.87617 -3.34347 0.70258 0.11
H -1.15295 -3.02872 -2.84450 0.08
H 0.17409 -0.98603 1.31530 0.10
H -1.41950 -0.36704 -2.43652 0.14
H -0.47511 3.09100 2.20647 0.13
H -0.03728 1.30979 -1.32881 0.12
H 2.86698 2.98781 1.89594 0.04
H 1.30578 3.54962 1.95016 0.10

5.
30
Properties=species:S:1:pos:R:3:lowdin_charge:R:1 method="wB97M-V/def2-TZVPD" homo_energy_ev=-8.952 smiles=Cc1ccccc1.Cc1ccccc1 de_lowest_ev=0.620 charge=0 gap_ev=9.9
C 2.68921 1.40409 1.58389 -0.05
C 2.28255 -0.04745 1.74494 -0.28
C 1.69927 -0.72204 0.66627 -0.07
C 1.45106 -2.07303 0.77431 -0.10
C 1.69375 -2.77328 1.96536 -0.10
C 2.14289 -2.07054 3.06686 -0.09
C 2.51175 -0.73682 2.92365 -0.06
H 2.59192 1.98050 2.50605 0.08
H 2.03842 1.86913 0.85824 0.06
H 3.71155 1.42517 1.24003 0.08
H 1.54016 -0.22342 -0.27970 0.11
H 1.11641 -2.65616 -0.08137 0.10
H 1.49143 -3.83619 1.86719 0.10
H 2.02633 -2.50048 4.05852 0.10
H 2.94535 -0.21066 3.76890 0.11
C -2.08038 3.29773 -1.52649 -0.05
C -2.00249 1.80019 -1.74270 -0.28
C -2.46788 1.28009 -2.94440 -0.06
C -2.64438 -0.09670 -3.05867 -0.09
C -2.30248 -0.94258 -2.00877 -0.10
C -1.68147 -0.41602 -0.88404 -0.10
C -1.52949 0.95125 -0.74484 -0.06
H -2.95503 3.45732 -0.89703 0.08
H -2.15098 3.85300 -2.45572 0.07
H -1.26663 3.67917 -0.92064 0.07
H -2.63786 1.81346 -3.86435 0.11
H -2.93796 -0.57534 -3.97932 0.10
H -2.22404 -2.01013 -2.18607 0.10
H -1.47543 -1.12824 -0.08663 0.10
H -1.04143 1.39112 0.12206 0.11

6.
190
Properties=species:S:1:pos:R:3:lowdin_charge:R:1 method="wB97M-V/def2-TZVPD" homo_energy_ev=-8.555 charge=0 gap_ev=7.0
C -7.10542 3.80542 -1.31364 -0.04
C -5.94232 3.56084 -2.24125 -0.27
C -4.64758 3.17244 -1.50674 -0.18
O -4.86392 1.97396 -0.77289 -0.20
C -3.75577 1.40915 -0.08857 -0.07
N -6.22521 2.40049 -3.20730 0.25
H -5.93420 1.47638 -2.92192 0.16
H -7.23081 2.30679 -3.21673 0.16
H -5.85118 2.59625 -4.12484 0.07
H -7.55962 2.91287 -0.88335 0.10
H -7.80887 4.52618 -1.73051 0.09
H -6.80354 4.30807 -0.39477 0.09
H -5.69373 4.49366 -2.74734 0.16
H -4.40708 3.91816 -0.74900 0.13
H -3.83320 3.01464 -2.21385 0.13
H -2.99348 1.09543 -0.80172 0.08
H -4.09267 0.55939 0.50516 0.08
H -3.31404 2.12514 0.60449 0.09
C -7.46543 -1.98927 6.06148 -0.04
C -6.09052 -2.63860 5.79017 -0.25
C -5.78632 -3.12449 4.32989 -0.18
O -5.67512 -2.04408 3.46895 -0.21
C -5.31906 -2.44994 2.09366 -0.04
N -4.97645 -1.69224 6.21130 0.24
H -5.24889 -1.02345 6.91740 0.16
H -4.10978 -2.06197 6.57500 0.05
H -4.82730 -1.11569 5.39554 0.15
H -7.57075 -1.02321 5.56779 0.08
H -7.62248 -1.74837 7.11287 0.08
H -8.28260 -2.62387 5.71852 0.09
H -6.07757 -3.53649 6.40801 0.14
H -6.57335 -3.73362 3.88533 0.14
H -4.86242 -3.70214 4.30121 0.14
H -6.12128 -3.10482 1.75356 0.09
H -4.36669 -2.97979 2.07514 0.07
H -5.21216 -1.67969 1.32986 0.07
C 7.19210 -0.22927 -1.12193 -0.11
O 6.03087 0.48686 -1.46691 -0.18
C 5.39369 -0.03355 -2.66069 -0.19
C 4.04980 0.50836 -2.97202 -0.09
N 3.14470 0.46521 -1.75182 0.10
H 3.04292 -0.48578 -1.42723 0.09
H 3.68660 0.96530 -1.06164 0.15
C 1.77228 1.12115 -1.91413 -0.05
C 1.39850 1.75575 -0.54180 -0.17
O 2.51585 2.37123 0.05745 -0.20
C 2.81516 3.70292 -0.31962 -0.09
H 7.50554 0.06500 -0.12030 0.10
H 7.98523 0.00403 -1.83229 0.09
H 7.13765 -1.31740 -1.08841 0.09
H 5.24000 -1.10652 -2.54575 0.11
H 6.10704 0.05994 -3.47951 0.14
H 3.50406 -0.14717 -3.65066 0.11
H 4.19307 1.52254 -3.34486 0.13
H 0.98667 0.38256 -2.07354 0.10
H 1.81962 1.84914 -2.72400 0.12
H 1.17035 0.97724 0.18618 0.12
H 0.64673 2.52356 -0.72458 0.13
H 1.91746 4.32105 -0.33190 0.09
H 3.22765 3.75496 -1.32721 0.08
H 3.63341 4.06560 0.30251 0.10
C -1.03357 0.20045 -8.13703 -0.07
O 0.32682 0.56963 -7.98820 -0.17
C 0.73212 0.76510 -6.63009 -0.19
C 2.16542 1.25305 -6.43688 -0.07
N 2.38520 2.44031 -7.35731 0.08
H 2.02503 2.21428 -8.27344 0.17
H 1.81202 3.21030 -7.04320 0.17
C 3.81464 2.96598 -7.24201 -0.04
C 4.86074 2.12244 -8.14117 -0.17
O 5.21714 0.98519 -7.42074 -0.22
C 6.31963 0.16654 -7.80395 -0.06
H -1.37301 -0.56226 -7.43621 0.09
H -1.20034 -0.24842 -9.11622 0.10
H -1.73048 1.02257 -7.97407 0.06
H 0.66707 -0.22936 -6.18861 0.09
H 0.05167 1.40351 -6.06660 0.13
H 2.96462 0.51532 -6.50834 0.13
H 2.31458 1.58957 -5.41092 0.12
H 4.09699 3.02059 -6.19063 0.13
H 3.76601 4.02732 -7.48548 0.12
H 5.71275 2.76302 -8.36886 0.12
H 4.43963 1.73853 -9.07036 0.13
H 6.10583 -0.87453 -7.56196 0.09
H 7.23529 0.52282 -7.33201 0.09
H 6.40204 0.03238 -8.88253 0.09
C -1.40225 0.00563 -3.40865 -0.09
O -0.95870 -0.66658 -2.23881 -0.23
C -1.56625 -1.93080 -1.99281 -0.16
C -0.60090 -2.82763 -1.24526 -0.01
N -0.15112 -2.02888 -0.01603 0.05
H 0.85631 -2.09314 0.01686 0.06
H -0.26929 -1.04331 -0.20255 0.12
C -0.78712 -2.33596 1.33035 -0.03
C -2.02981 -1.38506 1.56058 -0.13
O -1.65979 0.03083 1.37082 -0.22
C -1.29516 0.66484 2.54680 -0.11
H -2.49078 0.06188 -3.41422 0.08
H -1.02539 -0.53513 -4.27678 0.07
H -1.01033 1.02246 -3.43220 0.09
H -1.85000 -2.44316 -2.91210 0.14
H -2.51786 -1.86064 -1.46592 0.13
H 0.41552 -2.76010 -1.63313 0.11
H -0.88586 -3.79719 -0.83680 0.14
H -0.10358 -2.14366 2.15733 0.12
H -1.11442 -3.37193 1.41834 0.12
H -2.40434 -1.64261 2.55129 0.12
H -2.78548 -1.71984 0.84997 0.10
H -2.18570 0.98992 3.08474 0.10
H -0.58847 1.48779 2.43978 0.08
H -0.72993 -0.02047 3.17844 0.07
C 7.72445 2.46185 6.39394 -0.08
O 6.36290 2.75790 6.80429 -0.21
C 5.87244 2.24981 8.06805 -0.16
C 4.41020 2.78552 8.33517 -0.02
N 3.57162 2.96370 6.97479 0.08
H 4.11666 3.32236 6.20383 0.15
H 3.30238 2.05247 6.63234 0.04
C 2.26373 3.76490 7.10480 -0.04
C 1.57380 3.89300 5.69213 -0.21
O 2.42328 4.33525 4.67508 -0.21
C 1.77542 4.46878 3.40082 -0.06
H 8.15555 3.15331 5.66998 0.08
H 7.79516 1.51735 5.85446 0.09
H 8.48541 2.52769 7.17156 0.08
H 6.51763 2.38537 8.93606 0.13
H 5.78790 1.19432 7.80940 0.11
H 4.41751 3.76017 8.82313 0.11
H 3.85543 2.11961 8.99616 0.12
H 2.42140 4.72296 7.60014 0.12
H 1.58974 3.18654 7.73673 0.13
H 0.85688 4.71235 5.74508 0.12
H 0.98774 3.02192 5.39912 0.09
H 2.66075 4.43954 2.76567 0.09
H 1.35989 5.47629 3.41982 0.09
H 1.01748 3.72032 3.16964 0.08
N -2.50240 -2.26844 7.30246 -0.29
S -1.38456 -2.96423 6.56879 0.48
O -1.78894 -4.14900 5.75442 -0.30
O -0.01513 -2.91878 7.10853 -0.27
F -1.20734 -1.81575 5.41198 -0.24
S -2.97960 -3.73449 8.13694 0.58
O -2.02388 -4.43404 8.98013 -0.25
O -3.95028 -4.57877 7.51114 -0.27
F -3.85510 -2.97076 9.25030 -0.21
N -5.57336 2.27070 -5.90620 -0.31
S -4.29890 1.78740 -6.57251 0.49
O -3.16634 2.61180 -7.03765 -0.30
O -4.53731 0.55054 -7.37059 -0.29
F -3.79216 1.10378 -5.20599 -0.23
S -5.68115 3.61566 -6.86243 0.55
O -5.92742 3.42925 -8.26648 -0.24
O -4.86581 4.75977 -6.43956 -0.30
F -7.15722 4.05381 -6.38723 -0.21
N -3.40395 -7.52845 0.09567 -0.25
S -3.54048 -6.14403 0.73701 0.45
O -4.92174 -5.77856 1.07728 -0.33
O -2.61483 -5.06952 0.33860 -0.35
F -2.93346 -6.35411 2.20694 -0.20
S -3.81913 -6.98254 -1.42040 0.54
O -2.74683 -7.09037 -2.36703 -0.27
O -4.74555 -5.90614 -1.59787 -0.29
F -4.76280 -8.28821 -1.77736 -0.23
N 2.58190 -1.94845 -0.37323 -0.29
S 3.51349 -3.02889 -0.85387 0.47
O 3.02203 -4.40690 -0.91397 -0.23
O 4.99854 -2.83233 -0.73450 -0.28
F 3.35394 -2.63585 -2.44215 -0.23
S 3.22294 -2.18608 1.22556 0.61
O 4.33721 -1.29953 1.52629 -0.25
O 2.85215 -3.35692 1.99427 -0.20
F 2.12548 -1.21358 1.88831 -0.23
N 1.99113 -3.18156 -6.37637 -0.25
S 3.30239 -3.46378 -5.82891 0.37
O 3.57507 -4.69723 -5.13934 -0.25
O 3.93347 -2.21711 -5.39243 -0.34
F 3.97470 -3.67103 -7.27335 -0.20
S 1.21264 -2.78999 -4.92047 0.63
O 1.34661 -1.42125 -4.44003 -0.33
O 0.95479 -3.92571 -4.00844 -0.26
F -0.29447 -2.67720 -5.54082 -0.22
N 2.83515 0.57532 6.03101 -0.25
S 1.55321 0.18452 5.29891 0.40
O 0.33902 0.72524 5.85260 -0.29
O 1.45378 -1.09385 4.63377 -0.25
F 1.83740 1.19226 4.05214 -0.22
S 2.41672 -0.57857 7.22278 0.57
O 2.67438 -2.01314 6.96686 -0.25
O 1.33211 -0.24768 8.10158 -0.25
F 3.64121 -0.22832 8.17328 -0.20